The ion C3H5N2 with charge +1, computed with ωB97M-V/def2-TZVPD.

Summary:
Charge: +1
Spin multiplicity: 1
HOMO in eV: -12.39
LUMO in eV: -5.60

Structure (XYZ):
```
10
Properties=species:S:1:pos:R:3:forces:R:3:nbo_charge:R:1
C 2.371544 -0.332846 -0.376490 -7.9 1.3 2.9 0.444
C -1.234220 0.658695 0.976235 1.6 0.2 1.7 -0.293
C -0.057658 -0.246466 0.337817 -3.4 0.0 0.9 -0.054
N 1.250548 -0.161460 0.011720 7.5 -0.3 -2.4 -0.174
N -1.095321 0.420374 -0.449208 0.7 2.7 -1.7 -0.546
H 3.401106 -0.357578 -0.462907 1.9 -0.1 -0.4 0.291
H -1.946338 0.138463 1.641244 0.4 -0.6 -1.1 0.218
H -0.358519 -1.269337 0.272369 0.4 -1.0 0.4 0.239
H -1.420354 -0.263598 -1.126803 -1.2 0.0 -0.3 0.410
H -0.910789 1.413754 -0.823976 -0.1 -2.3 0.0 0.466
```
Positions in Å, forces in eV/Å.

=====

The ion C3H5N2 with charge +1, computed with ωB97M-V/def2-TZVPD.

Summary:
Charge: +1
Spin multiplicity: 3
HOMO (spin up / spin down) in eV: -14.22 / -16.99
LUMO (spin up / spin down) in eV: -4.10 / -9.03
⟨S²⟩: 2.013

Structure (XYZ):
```
10
Properties=species:S:1:pos:R:3:forces:R:3:nbo_charge:R:1
C -0.045004 -1.254724 0.210474 1.7 -4.7 -0.1 0.386
C 1.184076 -0.649118 -0.122341 -2.8 2.1 -1.1 -0.300
C -1.105846 0.518873 -0.119978 -2.1 3.2 -1.3 -0.171
N -1.189211 -0.896412 0.134203 -0.9 1.4 1.1 -0.295
N 0.386393 0.877088 0.073203 -0.4 -2.5 -0.4 -0.128
H 1.935749 -0.743119 0.552163 2.2 0.2 2.2 0.259
H 1.518160 -0.858923 -1.118845 0.0 0.2 -0.7 0.287
H -1.622532 0.593327 -1.154563 1.7 0.6 1.1 0.289
H -1.701971 1.250237 0.516088 0.8 -1.3 -0.3 0.270
H 0.640189 1.162768 1.029594 -0.2 0.9 -0.4 0.403
```
Positions in Å, forces in eV/Å.

=====

A cluster of 2 separate species, C3H5N2 in total, computed with ωB97M-V/def2-TZVPD.

Summary:
Charge: +1
Spin multiplicity: 3
HOMO (spin up / spin down) in eV: -13.66 / -15.00
LUMO (spin up / spin down) in eV: -5.93 / -8.51
⟨S²⟩: 2.010

Structure (XYZ):
```
10
Properties=species:S:1:pos:R:3:forces:R:3:nbo_charge:R:1
C -1.611937 -0.151731 0.059066 -0.1 -0.4 0.5 0.441
C 0.446977 0.729303 -0.157121 2.8 2.7 0.3 -0.449
C 0.562732 -0.705185 0.057689 -1.6 -0.5 0.0 0.522
N -0.644009 -1.205498 0.113085 0.5 -1.0 0.4 -0.603
N -0.929458 0.945509 -0.030968 -2.3 1.9 -1.0 -0.531
H 1.013861 1.503933 0.459657 -0.4 -1.6 0.3 0.331
H 1.046628 1.038342 -1.075970 -1.4 -0.6 0.1 0.342
H 2.526140 -1.825551 0.258079 0.8 -0.5 0.1 -0.007
H -0.955639 -2.182072 0.319688 0.6 1.1 -0.5 0.483
H -1.455299 1.852953 -0.003202 1.0 -1.1 -0.3 0.472
```
Positions in Å, forces in eV/Å.

=====

The ion C3H5N2 with charge +2, computed with ωB97M-V/def2-TZVPD.

Summary:
Charge: +2
Spin multiplicity: 2
HOMO (spin up / spin down) in eV: -22.54 / -24.52
LUMO (spin up / spin down) in eV: -10.61 / -14.76
⟨S²⟩: 0.764

Structure (XYZ):
```
10
Properties=species:S:1:pos:R:3:forces:R:3:nbo_charge:R:1
C 0.577797 1.049853 0.036503 -1.5 0.5 0.6 0.229
C 1.126332 -0.218567 -0.398718 -0.2 0.6 0.4 0.233
N 0.134454 -1.099021 -0.211401 0.6 -1.0 -1.3 -0.465
C -0.994551 -0.518772 0.195666 0.3 1.0 0.7 0.450
N -0.721724 0.816201 0.327663 -0.3 -1.1 -0.1 -0.462
H 0.947949 2.045207 0.266493 0.6 -0.1 -0.5 0.327
H 2.106762 -0.432750 -0.813615 0.0 -0.1 0.1 0.329
H 0.172798 -2.060081 -0.564502 0.1 -0.2 0.4 0.515
H -1.885511 -1.044266 0.533382 -0.2 0.1 -0.3 0.326
H -1.464304 1.462198 0.628532 0.5 0.2 0.1 0.519
```
Positions in Å, forces in eV/Å.

=====

The ion C3H5N2O with charge +1, computed with ωB97M-V/def2-TZVPD.

Summary:
Charge: +1
Spin multiplicity: 1
SMILES: C1CN1C1=[NH+]O1
HOMO in eV: -15.32
LUMO in eV: -4.27

Structure (XYZ):
```
11
Properties=species:S:1:pos:R:3:forces:R:3:nbo_charge:R:1
C 0.019786 -0.973629 0.037364 -0.3 -2.4 -0.1 -0.201
C -0.947933 -0.002103 0.731051 -1.7 -0.5 1.4 -0.192
N 0.105142 0.453792 -0.082974 1.3 -0.4 1.3 -0.352
C 0.697307 1.263017 -0.771198 0.4 5.7 -1.5 0.812
N 1.430475 1.675445 -1.724475 1.1 0.6 -1.8 -0.312
O 0.589123 2.804303 -1.240062 -1.1 -3.4 1.8 -0.304
H 0.707175 -1.646461 0.713238 -1.1 2.0 -1.3 0.282
H -0.152424 -1.388483 -0.987415 -0.3 0.1 1.2 0.258
H -2.003424 0.340530 0.516488 1.4 -0.9 -0.4 0.280
H -0.750690 0.031214 1.828296 0.1 0.3 -1.0 0.262
H 2.355211 2.083446 -1.853083 0.4 -1.1 0.4 0.467
```
Positions in Å, forces in eV/Å.

=====

A cluster of 2 separate species, C3H5N2O in total, computed with ωB97M-V/def2-TZVPD.

Summary:
Charge: +1
Spin multiplicity: 1
HOMO in eV: -15.15
LUMO in eV: -8.34

Structure (XYZ):
```
11
Properties=species:S:1:pos:R:3:forces:R:3:nbo_charge:R:1
C 2.649020 -0.494919 -0.480122 4.7 5.8 3.9 0.022
C 2.001536 -1.300063 -1.025834 -4.5 -5.9 -4.0 -0.024
C -0.289394 0.533858 0.256443 0.0 -1.0 -0.8 0.349
N 0.228672 0.469277 1.475631 -1.0 -0.5 -2.2 -0.718
N -0.819288 -0.419602 -0.440176 1.1 -1.3 4.0 -0.173
O -1.466500 -0.359597 -1.590688 -0.5 1.3 -1.4 -0.436
H -1.705252 0.590669 -1.660661 -0.3 -0.7 -0.6 0.489
H -0.204866 1.346317 -0.361297 0.3 3.0 -0.6 0.209
H 0.307792 1.376443 1.892715 0.5 -0.2 1.0 0.452
H 0.155769 -0.453042 1.875257 0.3 0.4 1.2 0.430
H -0.857488 -1.289341 0.058732 -0.6 -1.0 -0.6 0.400
```
Positions in Å, forces in eV/Å.

=====

It is found that the energy values, taken in the order of the records, are -226.31518, -226.31844, -226.26075, -226.03737, -301.55748, -301.38617 a.u..
It is found that the ΔE to the lowest compared entry with this formula, charge and spin values, taken in the order of the records, are 173.9, 50.2, 86.4, 0.0, 170.6, 278.1 kcal per mole.